Below is a structure of composition C23H18N2O2Pt, with properties calculated with the ωB97M-V functional and the def2-TZVPD basis.

Geometry (Å):
Pt: -0.0397 -0.9582 -1.7726
C: 2.7106 -2.7666 -2.9139
O: 2.1293 -2.0302 -1.8397
C: 2.3883 -2.3945 -0.5562
C: 3.1072 -3.5219 -0.1819
C: 3.3473 -3.7701 1.1603
C: 2.9014 -2.8928 2.1444
C: 2.1955 -1.7596 1.7959
C: 1.9135 -1.5009 0.4493
N: 1.1754 -0.4166 0.0229
N: 1.0045 0.5710 0.8171
C: 0.3607 1.7000 0.5955
C: -0.2851 1.9908 -0.6970
O: -0.0615 1.2775 -1.7178
C: -1.1736 3.1088 -0.7559
C: -1.3313 3.9470 0.3000
C: -0.6288 3.7558 1.5294
C: -0.7932 4.6414 2.6024
C: -0.1400 4.4313 3.8017
C: 0.7440 3.3594 3.9346
C: 0.9322 2.4781 2.8875
C: 0.2353 2.6401 1.6804
H: 3.8092 -2.7235 -2.8527
H: 2.3856 -2.2701 -3.8388
H: 2.3701 -3.8193 -2.9226
H: 3.4866 -4.2196 -0.9381
H: 3.8972 -4.6727 1.4452
H: 3.0907 -3.1112 3.2038
H: 1.8109 -1.0680 2.5476
H: -1.6997 3.2650 -1.7062
H: -2.0069 4.8114 0.2297
H: -1.4592 5.5061 2.4747
H: -0.3018 5.1164 4.6440
H: 1.2783 3.2108 4.8742
H: 1.6446 1.6504 2.9799
C: -4.6740 -1.1256 -1.9173
C: -3.9987 -2.2589 -1.4798
C: -2.6350 -2.3734 -1.6889
C: -1.9466 -1.3167 -2.3012
C: -2.6455 -0.2420 -2.8599
C: -4.0034 -0.1281 -2.6156
H: -5.7510 -1.0333 -1.7450
H: -4.5503 -3.0785 -0.9957
H: -2.1107 -3.2804 -1.3719
H: -2.1295 0.5178 -3.4662
H: -4.5530 0.7538 -2.9857

Net charge: +2
Gap between HOMO and LUMO (spin up / spin down): 6.84 / 5.02 eV
2S+1: 5
Max |F|: 0.0296 Eh/bohr
Energy relative to the best compared isomer or geometry (same formula, charge and spin): 0.0 kJ/mol

Formally, the natural (NBO) partial charges of the atoms, in units of the elementary charge, are as follows: Pt 1.04; C -0.27; O -0.54; C 0.41; C -0.31; C -0.09; C -0.21; C -0.15; C 0.01; N -0.19; N -0.17; C 0.21; C 0.46; O -0.61; C -0.33; C 0.00; C -0.13; C -0.12; C -0.14; C -0.18; C -0.14; C -0.01; H 0.22; H 0.23; H 0.21; H 0.25; H 0.25; H 0.25; H 0.25; H 0.25; H 0.25; H 0.24; H 0.25; H 0.25; H 0.24; C -0.05; C -0.20; C -0.20; C -0.11; C -0.20; C -0.21; H 0.25; H 0.26; H 0.25; H 0.26; H 0.26